[1]
Formula: CH2ClF3
Source: the Open Molecules 2025 dataset
Level of theory: ωB97M-V/def2-TZVPD

The value obtained for the HOMO energy is -11.244 eV. The value obtained for the gap between HOMO and LUMO is 10.61 eV. The energy is -21741.4302 eV. Its SMILES is FCF.FCl.

Element x y z (Å)
F 0.174108 0.486604 0.285422
C -0.539446 0.181196 -0.826478
F 0.093631 0.690653 -1.911998
H -1.530211 0.637200 -0.747166
H -0.590118 -0.909280 -0.926895
F 0.806647 -1.261880 1.991582
Cl 1.585389 0.175507 2.135532

Forces on the atoms, in the same order (eV/Å):
-0.87 0.34 -1.32
-0.53 -0.36 -0.18
0.10 0.07 0.00
0.12 0.02 -0.01
0.08 0.19 0.04
0.21 0.38 0.03
0.88 -0.63 1.42

---

[2]
Formula: C28H27BaN6O4S4
Source: the Open Molecules 2025 dataset
Level of theory: ωB97M-V/def2-TZVPD

The value obtained for the HOMO energy is -5.316 eV. The value obtained for the gap between HOMO and LUMO is 7.04 eV. The energy is -90645.9953 eV. As for the net charge: -1. The energy above the lowest of the compared OMol25 structures with the same formula, charge and spin comes out at 0.0 kcal/mol.

Element x y z (Å)
Ba 0.637150 -0.715809 -0.558431
C -2.274114 3.265472 0.574145
C -1.293973 2.812616 1.652688
S -1.182313 1.031358 1.962140
C -2.899135 0.583536 2.336443
C -3.408162 -0.624834 1.556681
S -3.277473 -0.553235 -0.247161
C -4.286229 0.911834 -0.613060
C -3.603855 1.935840 -1.516754
S -1.950706 2.487936 -1.031521
H -3.304623 3.059482 0.862916
H -2.184969 4.347842 0.465149
H -0.276343 3.079447 1.359109
H -1.515664 3.325727 2.590159
H -2.969287 0.359466 3.401562
H -3.519577 1.459854 2.153486
H -2.828022 -1.510143 1.812918
H -4.449496 -0.810065 1.829290
H -5.208781 0.583992 -1.095849
H -4.569891 1.363030 0.337600
H -3.448742 1.510297 -2.510305
H -4.260971 2.800708 -1.635515
O 5.211548 -3.399659 4.573370
C 4.680141 -2.313538 4.891148
O 4.500968 -1.794580 6.005757
C 3.995974 -1.584633 3.711748
C 2.991256 -0.651347 3.932080
C 2.199928 -0.257937 2.868657
N 2.329981 -0.753941 1.631682
C 3.397143 -1.534227 1.396071
C 4.259788 -1.941392 2.398230
C 3.506601 -2.171747 0.015463
O 4.599646 -2.519629 -0.399555
O 2.362851 -2.370140 -0.554574
H 2.796320 -0.318793 4.942773
H 1.357093 0.407502 3.022992
H 5.060817 -2.634553 2.178550
S -0.789811 2.312788 -4.782548
C -1.925664 1.008934 -4.819393
C -3.038435 0.830857 -5.634805
C -3.829210 -0.286883 -5.431322
C -3.508341 -1.215176 -4.435826
C -2.399212 -1.039495 -3.630537
C -1.597824 0.087705 -3.814661
N -0.494261 0.421446 -3.050438
C 0.039122 1.547336 -3.420701
C 1.163962 2.223124 -2.764065
C 1.770047 3.300640 -3.427082
C 2.802066 3.991789 -2.825184
C 3.226796 3.593596 -1.560385
C 2.620520 2.514446 -0.929556
C 1.557040 1.776553 -1.481759
H -3.283781 1.553470 -6.402703
H -4.705226 -0.442205 -6.048150
H -4.140687 -2.081946 -4.292370
H -2.157815 -1.750586 -2.850850
H 1.447713 3.593233 -4.422828
H 3.278972 4.820028 -3.334588
H 4.041853 4.121597 -1.076060
H 3.005252 2.230918 0.049300
N 2.257808 -4.332366 1.696850
C 1.613887 -4.237907 2.859042
N 2.280532 -4.583236 3.981204
N 0.340274 -3.876453 2.978776
C -0.209670 -3.186562 2.013722
N -0.783387 -2.542468 1.228434
H 3.258861 -4.442838 1.679801
H 1.842797 -3.969085 0.847272
H 3.293071 -4.536756 3.967546
H 1.847874 -4.270237 4.833778

Forces on the atoms, in the same order (eV/Å):
-1.35 0.64 -0.04
0.03 -0.01 -0.08
-0.03 -0.07 -0.04
0.07 -0.02 0.01
0.07 0.00 -0.04
-0.02 0.00 -0.06
0.04 -0.02 0.05
0.05 -0.05 -0.02
0.05 0.02 0.03
-0.03 0.00 0.04
0.00 0.00 0.02
-0.02 0.01 0.04
0.00 0.01 0.01
0.01 0.04 -0.01
-0.03 -0.01 0.01
-0.01 0.00 0.02
0.00 0.00 0.02
0.00 -0.01 0.03
-0.01 0.03 0.00
-0.01 0.02 -0.01
-0.03 0.01 0.00
-0.02 -0.01 -0.03
0.03 -0.27 -0.03
-0.57 0.18 0.13
0.25 -0.07 -0.08
0.17 0.13 -0.04
-0.03 -0.09 0.01
-0.21 -0.16 -0.03
0.53 0.23 0.13
-0.18 -0.03 0.05
0.00 -0.10 0.03
-0.03 -0.21 -0.02
0.04 0.01 0.02
0.68 -0.40 -0.06
0.01 0.02 -0.01
0.05 0.03 0.02
0.01 0.04 -0.03
0.05 -0.02 0.07
0.02 0.01 0.01
-0.01 -0.03 0.01
0.02 0.04 -0.01
0.00 -0.01 0.00
0.02 -0.03 0.02
-0.01 0.06 -0.05
0.14 -0.12 -0.02
-0.19 0.02 -0.12
0.15 0.08 0.11
-0.07 -0.04 -0.05
0.02 -0.01 0.03
-0.01 -0.01 0.00
-0.03 0.03 0.02
0.10 0.08 -0.14
0.00 -0.01 0.01
0.01 0.00 0.00
0.01 0.00 0.01
-0.01 -0.01 -0.01
0.02 0.01 0.01
-0.01 0.00 0.00
0.00 0.00 0.00
0.00 0.01 -0.01
-0.04 -0.21 -0.30
0.21 0.00 0.37
-0.22 0.05 -0.32
-0.06 0.35 -0.10
-0.05 -0.26 0.17
0.11 -0.08 -0.06
0.00 0.01 0.06
0.07 0.11 0.03
0.23 0.07 0.17
0.03 0.00 0.05

---

[3]
Formula: C2H8N
Source: the Open Molecules 2025 dataset
Level of theory: ωB97M-V/def2-TZVPD

The value obtained for the HOMO energy is -14.433 eV. The value obtained for the gap between HOMO and LUMO is 10.25 eV. The energy is -3685.8235 eV. As for the net charge: +1. The energy above the lowest of the compared OMol25 structures with the same formula, charge and spin comes out at 30.9 kcal/mol.

Element x y z (Å)
N 1.314093 -1.099858 -0.536561
H 2.019642 -1.148337 -1.276735
H 1.299676 -0.117115 -0.224657
H 1.618942 -1.625614 0.285009
H 0.352626 -1.302569 -0.811552
C -0.857223 0.406888 0.871486
C -1.228586 1.274743 -0.067544
H -0.110787 0.730790 1.586115
H -1.461694 -0.481525 1.032986
H -1.038532 2.340690 0.016257
H -1.908156 1.021909 -0.874802

Forces on the atoms, in the same order (eV/Å):
0.74 1.14 0.50
-0.32 -0.44 -0.17
-0.26 -0.07 -0.09
-0.18 -0.39 -0.17
0.10 -0.31 -0.17
-0.41 0.66 -0.15
-0.58 0.27 -0.03
-0.32 -0.14 0.52
0.67 -0.45 -0.21
0.84 -0.16 -0.33
-0.28 -0.12 0.29

---

[4]
Formula: C3H6
Source: the Open Molecules 2025 dataset
Level of theory: ωB97M-V/def2-TZVPD

The value obtained for the HOMO energy is -10.583 eV. The value obtained for the gap between HOMO and LUMO is 12.02 eV. The energy is -3207.1909 eV. Its SMILES is C1CC1. The energy above the lowest of the compared OMol25 structures with the same formula, charge and spin comes out at 6.2 kcal/mol.

Element x y z (Å)
C -0.291092 0.821604 0.001604
C -0.564438 -0.649226 -0.013444
C 0.875560 -0.169585 -0.014392
H -0.434130 1.404539 0.924046
H -0.504697 1.389776 -0.934692
H -1.008853 -1.111062 -0.876317
H -0.987670 -1.134755 0.907147
H 1.438423 -0.284630 0.917232
H 1.476897 -0.266662 -0.911185

Forces on the atoms, in the same order (eV/Å):
0.32 0.55 -0.50
-0.36 -0.59 1.44
-0.63 0.15 0.31
-0.05 -0.43 -0.53
0.27 -0.54 0.92
0.18 0.13 -0.47
0.72 0.68 -0.81
-0.26 0.06 -0.39
-0.19 0.00 0.04